Below is an isolated molecule of C2H9N2 in a non-equilibrium geometry, with properties calculated with ωB97M-V/def2-TZVPD.

The geometry in XYZ format:
```
13
Properties=species:S:1:pos:R:3
N 1.1444 -0.7020 -0.7598
C 0.9372 0.1722 0.3729
C -0.5196 0.1493 0.8698
N -1.4279 0.3932 -0.3094
H 1.5518 -0.2941 -1.5431
H -1.4469 -0.4748 -0.7560
H 1.4236 -1.6577 -0.4692
H 1.2010 1.1333 0.0710
H 1.8048 0.0013 1.1589
H -0.7943 0.8040 1.6905
H -0.8035 -0.9368 1.2497
H -1.0688 0.8867 -1.2547
H -2.3882 0.7707 -0.1190
```

## Properties
⟨S²⟩   0.75
Strongest force on any atom   3.3 eV/Å
Multiplicity   2
LUMO (spin up / spin down)   0.936 / 0.748 eV
Energy relative to the best compared isomer or geometry (same formula, charge and spin)   223.3 kJ/mol
Calculated total energy   -190.94893 a.u.

Results of the Mulliken charge analysis, in e, for atoms 1 through 4: N -0.656; C -0.484; C -0.893; N -2.488

=====

Below is the ion C5H14N3 with charge +1 in a non-equilibrium geometry, with properties calculated with ωB97M-V/def2-TZVPD.

The geometry in XYZ format:
```
22
Properties=species:S:1:pos:R:3
C 1.7633 0.9033 0.1247
C 0.6238 0.2035 0.7581
C 0.9449 -1.0132 1.5189
N -0.3815 -0.0851 -0.3257
C 0.1176 -1.1149 -1.2234
C -1.5336 0.5340 -0.4613
N -2.4885 0.1142 -1.4267
N -1.9842 1.5690 0.3097
H 2.2678 0.2879 -0.5963
H 1.3975 1.7840 -0.4135
H 2.4836 1.0681 0.8651
H 0.2010 0.8850 1.3840
H 1.4613 -1.6667 0.8927
H 0.0351 -1.5861 1.6758
H 1.4524 -0.7642 2.5456
H 1.1800 -0.9526 -1.2839
H -0.0204 -2.1152 -0.8607
H -0.3543 -0.8642 -2.0789
H -2.4163 -0.8033 -1.8172
H -3.4640 -0.0156 -1.0807
H -2.7943 2.0474 0.0582
H -1.2228 2.0911 0.8038
```

## Properties
Strongest force on any atom   4.5 eV/Å
LUMO   -2.881 eV
Total charge   +1
Energy relative to the best compared isomer or geometry (same formula, charge and spin)   131.8 kJ/mol
Calculated total energy   -362.92898 a.u.

Results of the Mulliken charge analysis, in e, for atoms 1 through 4: C -1.281; C -0.010; C -1.440; N 0.016

=====

Below is a structure of composition C45H42CdNO3PSSb, with properties calculated with ωB97M-V/def2-TZVPD.

The geometry in XYZ format:
```
95
Properties=species:S:1:pos:R:3
Cd 1.0596 -0.4641 0.3619
O 1.9255 1.5015 4.0487
S 1.1521 0.7654 3.0969
O 1.4948 -0.6719 2.9922
O 1.1359 1.3358 1.7332
C -0.5508 0.8200 3.6224
C -0.8427 1.5786 4.7456
C -2.1466 1.6393 5.2187
C -3.1500 0.9266 4.5865
C -2.8583 0.1645 3.4657
C -1.5659 0.1150 2.9507
P -1.2474 -0.9422 1.4905
C -2.5356 -0.5990 0.2600
C -3.4268 0.4665 0.3286
C -4.2919 0.7202 -0.7296
C -4.2753 -0.0849 -1.8567
C -3.3703 -1.1355 -1.9437
C -2.4938 -1.3784 -0.9011
C -1.6139 -2.5947 2.1874
C -0.8802 -2.9757 3.3146
C -1.0968 -4.2090 3.9048
C -2.0460 -5.0777 3.3796
C -2.7851 -4.6989 2.2719
C -2.5752 -3.4605 1.6779
H -0.0407 2.1066 5.2405
H -2.3713 2.2341 6.0938
H -4.1619 0.9553 4.9677
H -3.6436 -0.4080 2.9869
H -3.4512 1.1096 1.1984
H -4.9757 1.5559 -0.6670
H -4.9493 0.1143 -2.6788
H -3.3379 -1.7511 -2.8323
H -1.7608 -2.1741 -0.9924
H -0.1542 -2.2922 3.7390
H -0.5365 -4.4876 4.7877
H -2.2189 -6.0391 3.8441
H -3.5402 -5.3615 1.8710
H -3.1801 -3.1723 0.8299
C -2.9978 1.1439 -5.3981
C -3.2106 2.1898 -4.5127
C -2.3912 2.3407 -3.4023
C -1.3519 1.4451 -3.1726
C -1.1451 0.3961 -4.0652
C -1.9621 0.2472 -5.1765
Sb -0.0942 1.6105 -1.4760
C 1.6172 2.5047 -2.3675
C 1.8476 2.5295 -3.7369
C 3.0128 3.1000 -4.2356
C 3.9474 3.6431 -3.3686
C 3.7229 3.6168 -1.9982
C 2.5637 3.0450 -1.4972
C -0.8440 3.3620 -0.5509
C -0.7967 4.5835 -1.2197
C -1.2515 5.7360 -0.5967
C -1.7483 5.6766 0.6980
C -1.7898 4.4652 1.3719
C -1.3373 3.3108 0.7483
H -3.6361 1.0296 -6.2643
H -4.0161 2.8915 -4.6876
H -2.5686 3.1546 -2.7103
H -0.3406 -0.3131 -3.9001
H -1.7911 -0.5659 -5.8701
H 1.1151 2.1175 -4.4219
H 3.1864 3.1244 -5.3034
H 4.8509 4.0917 -3.7597
H 4.4500 4.0457 -1.3212
H 2.3942 3.0341 -0.4245
H -0.3923 4.6402 -2.2245
H -1.2112 6.6830 -1.1190
H -2.0946 6.5788 1.1849
H -2.1640 4.4190 2.3867
H -1.3517 2.3745 1.2897
C 4.8628 -4.0144 1.8063
N 3.8651 -2.9265 1.9824
C 2.4775 -3.4768 1.9548
C 4.0772 -1.7722 1.0039
C 3.6376 -2.0868 -0.3982
C 4.5089 -2.7616 -1.2534
C 4.1184 -3.0784 -2.5440
C 2.8566 -2.7060 -2.9828
C 2.0075 -2.0030 -2.1386
C 2.3689 -1.6746 -0.8318
H 4.7200 -4.7486 2.5951
H 5.8647 -3.5960 1.8587
H 4.6975 -4.4735 0.8353
H 3.9999 -2.5180 2.9082
H 2.2914 -3.8899 0.9673
H 1.7870 -2.6701 2.1782
H 2.4052 -4.2530 2.7131
H 5.1402 -1.5381 1.0697
H 3.5065 -0.9446 1.4240
H 5.5101 -3.0182 -0.9242
H 4.7992 -3.5939 -3.2073
H 2.5452 -2.9447 -3.9915
H 1.0383 -1.6945 -2.5180
```

## Properties
Strongest force on any atom   0.6 eV/Å
LUMO   -2.021 eV
Total charge   +1
Energy relative to the best compared isomer or geometry (same formula, charge and spin)   0.0 kJ/mol
Calculated total energy   -3167.79171 a.u.

Results of the Mulliken charge analysis, in e, for atoms 1 through 4: Cd 3.622; O -0.804; S 1.282; O -0.819

=====

Below is a cluster of 2 separate species, CH2O2S in total in a non-equilibrium geometry, with properties calculated with ωB97M-V/def2-TZVPD.

The geometry in XYZ format:
```
6
Properties=species:S:1:pos:R:3
O 1.2794 -1.4476 -1.1063
C 0.7853 -1.5283 -0.0687
S 0.2520 -1.6847 1.3554
O -0.7504 1.1635 -0.0145
H -0.4746 1.6683 -0.6925
H -1.0917 1.8288 0.5266
```

## Properties
Strongest force on any atom   5.1 eV/Å
LUMO   0.626 eV
Energy relative to the best compared isomer or geometry (same formula, charge and spin)   23.7 kJ/mol
Calculated total energy   -587.97774 a.u.

Results of the Mulliken charge analysis, in e, for atoms 1 through 4: O -0.336; C 0.653; S -0.334; O -0.530

=====

Below is the ion C4H7ClNO with charge +1 in a non-equilibrium geometry, with properties calculated with ωB97M-V/def2-TZVPD.

The geometry in XYZ format:
```
14
Properties=species:S:1:pos:R:3
O -2.4434 1.5360 -0.2115
C -2.4432 0.3676 0.1443
Cl -3.7778 -0.5764 -0.0399
C -0.9915 -0.1135 0.6253
C -0.0692 -1.0499 -0.2802
C 0.7971 0.1588 -0.6546
N -0.0521 0.9984 0.3342
H -1.0743 -0.5841 1.7246
H -0.4602 -1.7013 -1.1301
H 0.4736 -1.7208 0.3797
H 1.8873 0.1960 -0.3549
H 0.5924 0.6124 -1.6320
H 0.2575 1.6748 1.0073
H -0.6405 1.7173 -0.1442
```

## Properties
Strongest force on any atom   4.1 eV/Å
LUMO   -3.869 eV
Total charge   +1
Energy relative to the best compared isomer or geometry (same formula, charge and spin)   54.4 kJ/mol
Calculated total energy   -746.48945 a.u.

Results of the Mulliken charge analysis, in e, for atoms 1 through 4: O -0.495; C 0.511; Cl -0.044; C -0.140

=====

Below is a cluster of 2 separate species, C29H25BF6O2S in total in a non-equilibrium geometry, with properties calculated with ωB97M-V/def2-TZVPD.

The geometry in XYZ format:
```
64
Properties=species:S:1:pos:R:3
C -5.4890 0.6218 0.5407
C -4.0630 0.2363 0.4341
C -3.6228 -1.0399 0.1151
C -2.2155 -1.1854 0.2095
C -1.5627 -0.0236 0.6084
C -0.1267 0.1738 0.5876
C 0.4632 1.3946 0.9824
C 1.8307 1.5842 0.8304
C 2.4437 2.9230 1.1791
F 3.8062 2.9287 1.0357
F 1.9545 3.9348 0.3883
F 2.1720 3.2590 2.4839
C 2.6569 0.5583 0.3713
C 2.0880 -0.6731 0.0648
C 2.9575 -1.8173 -0.3924
F 2.6308 -2.9820 0.2607
F 2.8094 -2.0713 -1.7310
F 4.2849 -1.6028 -0.1665
C 0.7191 -0.8645 0.1405
S -2.7241 1.2940 0.7168
H -6.0700 0.0570 -0.2029
H -5.8889 0.3723 1.5379
H -5.6207 1.6929 0.3565
H -4.3150 -1.8354 -0.1612
H -1.7081 -2.1280 0.0200
H -0.1629 2.1906 1.3889
H 3.7203 0.7175 0.2511
H 0.2964 -1.8172 -0.1584
C -1.1329 2.9109 7.2564
C -1.6072 1.8697 6.2881
C -2.0995 2.2153 5.0303
C -2.5312 1.2422 4.1264
C -2.4522 -0.1156 4.4459
C -2.7599 -1.2387 3.4696
B -3.9396 -2.1747 4.4476
O -4.6861 -1.6354 5.4592
C -5.8309 -2.5341 5.6334
C -5.5892 -3.7130 4.6832
O -4.3649 -3.3862 3.9606
C -1.5575 -2.1252 3.2299
C -0.2515 -1.6088 3.3094
C 0.8624 -2.3923 3.0152
C 0.6974 -3.7465 2.7019
C -0.5913 -4.2897 2.6631
C -1.7038 -3.4753 2.8773
C -2.0273 -0.4560 5.7427
C -1.6105 0.5140 6.6455
H -1.9478 3.2281 7.9202
H -0.3346 2.5218 7.8957
H -0.7671 3.8074 6.7459
H -2.1623 3.2650 4.7409
H -2.9260 1.5247 3.1440
H -3.2837 -0.9241 2.5653
H -5.8674 -2.8492 6.6821
H -6.7506 -1.9917 5.3738
H -5.4224 -4.6524 5.2232
H -6.4072 -3.8467 3.9627
H -0.1039 -0.5626 3.5944
H 1.8558 -1.9400 3.0443
H 1.5698 -4.3647 2.4862
H -0.7415 -5.3565 2.4647
H -2.7038 -3.8920 2.7865
H -1.9915 -1.5067 6.0430
H -1.2953 0.2185 7.6474
```

## Properties
Strongest force on any atom   4.2 eV/Å
LUMO   -0.120 eV
Energy relative to the best compared isomer or geometry (same formula, charge and spin)   6.4 kJ/mol
Calculated total energy   -2292.91908 a.u.

Results of the Mulliken charge analysis, in e, for atoms 1 through 4: C -1.302; C 0.972; C -1.073; C -0.200